Molecular formula: C8H11NO
Method: DFT, ωB97M-V/def2-TZVPD

Element x y z (Å)
O: 2.45325 -0.36065 1.08799
N: 1.72891 -0.01854 -0.96245
C: 4.15819 0.33680 -0.53169
C: -2.17219 1.36704 0.13166
C: -2.04526 -1.28961 0.08238
C: 2.73003 0.03351 -0.04071
C: -1.12946 -0.62192 0.90966
C: -1.24513 0.72691 0.96779
C: -3.18130 0.66964 -0.58850
C: -3.04590 -0.64299 -0.68698
H: 4.79607 -0.46640 -0.05795
H: -0.45050 1.05608 1.56677
H: -0.44077 -1.20119 1.52916
H: 0.75641 -0.63620 -0.56793
H: -4.02937 1.03292 -1.05435
H: 4.29104 0.31947 -1.55506
H: 1.87794 -0.47407 -1.89734
H: -2.15024 2.37614 0.27049
H: -3.54293 -1.38920 -1.44019
H: -1.55714 -2.34789 -0.18255
H: 4.30725 1.26909 -0.03940

Summary:
Relative energy (zero: lowest compared OMol25 entry of this formula, charge and spin) (eV): 2.650
Total charge: 0
E_tot (eV): -12009.7501
2S+1: 1
F_max (eV/Å): 6.309
Kohn-Sham gap (eV): 9.890
HOMO energy (eV): -9.13
SMILES: c1ccccc1.CC(N)=O

Here are the Mulliken charges for atoms 1 to 5, given in e: -0.60 -0.49 -0.92 -0.48 0.00